Record 1
CH3NO in the gas phase. Source: the OMol25 dataset; level of theory: ωB97M-V/def2-TZVPD.

Structure (XYZ):
```
6
CH3NO | the OMol25 dataset | ωB97M-V/def2-TZVPD
C 0.35 0.20 -0.28
N -0.67 -0.73 -0.07
O 0.43 -0.63 0.78
H 1.10 0.18 -1.02
H 0.32 1.17 0.10
H -1.52 -0.19 0.49
```

- SMILES = C1NO1
- multiplicity = 1
- calculated total energy (eV) = -4619.669

***

Record 2
A molecular structure, C22H33AuF2NO2SSi2. Source: the OMol25 dataset; level of theory: ωB97M-V/def2-TZVPD.

Structure (XYZ):
```
64
C22H33AuF2NO2SSi2 | the OMol25 dataset | ωB97M-V/def2-TZVPD
Au 0.33 0.66 -0.10
F -0.35 1.20 5.26
C -0.61 1.68 4.01
C -0.07 1.02 2.92
C -0.33 1.49 1.63
C -1.13 2.64 1.50
C -1.64 3.26 2.62
F -2.40 4.37 2.49
C -1.40 2.80 3.91
C -1.42 3.15 0.13
C -0.40 3.72 -0.64
C -0.65 4.03 -1.96
C -1.92 3.79 -2.47
C -2.87 3.23 -1.62
N -2.63 2.91 -0.36
H 0.53 0.14 3.10
H -1.81 3.30 4.77
H 0.58 3.86 -0.21
H 0.14 4.41 -2.59
H -2.16 4.00 -3.50
H -3.87 3.02 -1.99
O 1.20 0.15 -1.99
S 2.22 1.06 -2.72
C 4.08 -1.47 -2.56
C 4.80 -0.77 -1.47
C 3.91 0.14 -0.63
C 3.40 1.38 -1.36
H 4.59 -1.78 -3.46
H 3.04 -1.73 -2.44
H 5.64 -0.19 -1.89
H 5.27 -1.50 -0.80
H 4.47 0.47 0.26
H 3.05 -0.43 -0.26
H 4.21 1.96 -1.80
H 2.83 2.03 -0.68
C -2.72 -3.15 -1.24
Si -2.01 -1.43 -0.89
C -2.03 -0.47 -2.50
C -3.19 -0.60 0.32
C -0.29 -1.60 -0.22
Si 0.15 -2.54 1.30
C -1.11 -2.36 2.69
C 0.24 -4.38 0.88
C 1.87 -2.08 1.91
H -3.70 -3.08 -1.72
H -2.83 -3.72 -0.32
H -2.06 -3.72 -1.91
H -3.04 -0.46 -2.93
H -1.35 -0.92 -3.23
H -1.71 0.56 -2.36
H -4.20 -0.62 -0.08
H -2.92 0.44 0.50
H -3.20 -1.12 1.28
H 0.41 -1.87 -1.02
H -2.03 -2.90 2.43
H -1.37 -1.32 2.89
H -0.72 -2.80 3.61
H -0.73 -4.76 0.54
H 0.55 -4.97 1.75
H 0.97 -4.56 0.09
H 1.99 -1.00 2.05
H 2.61 -2.39 1.16
H 2.12 -2.58 2.85
O 1.67 2.42 -2.95
```

- expectation value of S² = 2.012
- charge = -1
- multiplicity = 3
- calculated total energy (eV) = -64653.665

***

Record 3
4 unconnected molecules or ions with the total composition C31H25N3O2. Source: the OMol25 dataset; level of theory: ωB97M-V/def2-TZVPD.

Structure (XYZ):
```
61
C31H25N3O2 | the OMol25 dataset | ωB97M-V/def2-TZVPD
O -0.30 -1.53 4.70
C 0.68 -2.25 4.38
C 1.22 -3.46 5.30
C 1.69 -4.66 4.69
C 1.69 -4.77 3.07
O 1.42 -5.83 2.46
C 2.02 -3.38 2.32
C 2.85 -3.30 1.01
C 3.14 -1.87 0.41
C 4.04 -1.82 -0.92
C 3.63 -2.45 -2.27
C 4.65 -2.34 -3.45
C 6.03 -1.64 -3.32
C 6.44 -0.97 -1.97
C 5.42 -1.09 -0.80
C 2.58 -0.56 1.07
C 1.75 -0.67 2.37
C 1.50 -2.06 3.00
H 1.23 -3.31 6.44
H 2.10 -5.50 5.36
H 3.25 -4.24 0.48
H 2.61 -2.98 -2.38
H 4.40 -2.82 -4.45
H 6.80 -1.57 -4.17
H 7.45 -0.45 -1.85
H 5.70 -0.61 0.20
H 2.78 0.48 0.64
H 1.34 0.27 2.87
C -4.45 1.25 3.46
C -4.35 1.66 2.14
C -3.14 1.48 1.48
N -2.06 0.92 2.05
C -2.18 0.53 3.33
C -3.34 0.67 4.07
H -5.38 1.38 4.01
H -5.19 2.12 1.63
H -3.02 1.78 0.45
H -1.29 0.09 3.77
H -3.39 0.34 5.10
C 0.17 0.79 -4.16
C 1.55 0.75 -4.27
C 2.30 0.68 -3.11
N 1.76 0.65 -1.88
C 0.42 0.69 -1.80
C -0.41 0.76 -2.90
H -0.45 0.85 -5.05
H 2.04 0.78 -5.24
H 3.38 0.65 -3.14
H 0.01 0.67 -0.79
H -1.49 0.79 -2.78
C -5.78 4.92 -2.74
C -6.70 4.12 -2.08
C -6.23 3.18 -1.18
N -4.93 2.99 -0.91
C -4.06 3.78 -1.56
C -4.43 4.75 -2.47
H -6.11 5.67 -3.45
H -7.76 4.22 -2.26
H -6.91 2.53 -0.64
H -3.01 3.60 -1.32
H -3.68 5.36 -2.97
```

- SMILES = O=C1C=CC(=O)c2cc(-c3ccccc3)ccc21.c1ccncc1.c1ccncc1.c1ccncc1
- multiplicity = 1
- calculated total energy (eV) = -41107.867